This record from the Open Molecules 2025 dataset describes the molecule C3H7N3 at a distorted geometry. The level of theory is wB97M-V/def2-TZVPD.

Properties
Energy above the lowest of the compared OMol25 structures with the same formula, charge and spin: 21.07 kcal/mol
E_HOMO: -7.5491 eV
Maximum force: 0.043 Eh/bohr
HOMO-LUMO gap: 8.5 eV

Geometry as ORCA input:
```
! RIJCOSX wB97M-V def2-TZVPD def2/J DEFGRID3
* xyz 0 1
C -0.09 0.26 -0.08
N 0.72 1.39 -0.12
N 1.46 -1.30 -1.10
C 0.26 -1.00 -0.48
C -1.26 0.26 0.79
N -1.70 1.26 1.47
H 0.20 2.18 0.26
H 1.10 1.54 -1.05
H 2.21 -0.68 -0.80
H 1.72 -2.28 -1.04
H -2.61 1.03 1.89
H -0.47 -1.79 -0.62
H -1.53 -0.88 0.88
*
```